No. 1
{
  "formula": "C33H28N3O2PPtS5",
  "method": "ωB97M-V/def2-TZVPD",
  "total_charge": 1,
  "orbital_gap_ev": [6.558, 7.033],
  "homo_ev": [-10.09, -10.49],
  "de_lowest_kj_mol": 165.7,
  "lumo_energy_ha": [-0.1298, -0.1269],
  "spin_multiplicity": 2,
  "species": ["Pt", "S", "S", "S", "S", "S", "P", "O", "O", "N", "N", "N", "C", "C", "C", "C", "C", "C", "C", "C", "C", "C", "C", "C", "C", "C", "C", "C", "C", "C", "C", "C", "C", "C", "C", "C", "C", "C", "C", "C", "C", "C", "C", "C", "C", "H", "H", "H", "H", "H", "H", "H", "H", "H", "H", "H", "H", "H", "H", "H", "H", "H", "H", "H", "H", "H", "H", "H", "H", "H", "H", "H", "H"],
  "xyz": [[-0.474, -0.095, 0.067], [2.299, -4.523, 2.851], [-3.058, -2.649, 2.731], [1.207, 1.700, -0.218], [0.164, 3.039, 1.571], [-2.418, 0.859, -6.824], [-1.538, 2.032, 0.972], [-2.160, 3.000, -0.142], [-2.613, 2.272, 2.131], [0.215, -0.396, 2.290], [-0.442, -0.266, -2.172], [0.776, -1.969, -0.430], [2.739, -6.982, 2.321], [-0.171, -1.941, 4.058], [1.074, -1.646, 4.582], [-0.405, -3.367, -4.178], [-4.093, 0.768, 3.300], [1.400, -0.094, 2.807], [1.885, -0.715, 3.944], [-4.321, 2.108, -0.855], [-3.958, -2.381, 1.299], [-3.324, -1.552, 0.421], [-0.232, -1.544, -2.557], [0.139, -4.228, -3.293], [-1.979, 1.243, -5.187], [-2.885, 3.226, -5.986], [0.375, -2.441, -1.635], [1.063, -4.666, -1.034], [-2.059, -1.128, 0.896], [-2.784, 1.531, 3.348], [2.277, -6.408, 1.118], [0.534, -3.796, -1.985], [-3.015, 2.435, -7.085], [1.986, -5.072, 1.231], [2.798, -6.084, 3.339], [1.447, -4.187, 0.213], [-0.623, -1.995, -3.833], [-3.569, 3.280, -0.253], [-1.788, -1.616, 2.152], [-0.973, 0.594, -3.013], [-2.292, 2.549, -4.901], [1.302, -2.806, 0.441], [-0.571, -1.321, 2.875], [-1.212, -1.075, -4.702], [-1.388, 0.247, -4.311], [1.416, -2.143, 5.479], [-3.205, 4.255, -5.948], [-4.219, 0.184, 4.209], [-0.827, -2.657, 4.533], [-4.102, 0.100, 2.440], [2.871, -0.477, 4.316], [3.010, -8.021, 2.422], [-1.941, 0.855, 3.504], [-1.056, 1.614, -2.658], [-3.433, 2.688, -8.044], [0.297, -5.267, -3.549], [-4.929, 1.460, 3.209], [3.109, -6.251, 4.356], [-5.383, 2.341, -0.912], [1.968, 0.674, 2.295], [-0.696, -3.695, -5.167], [-2.110, 3.017, -3.945], [-3.949, 1.880, -1.854], [-4.189, 1.227, -0.223], [-3.627, 4.168, -0.881], [1.665, -2.379, 1.369], [1.171, -5.713, -1.280], [-3.968, 3.520, 0.730], [-2.793, 2.269, 4.150], [-3.748, -1.266, -0.530], [2.175, -6.969, 0.203], [-1.523, -1.399, -5.686], [-4.915, -2.861, 1.178]]
}

=====

No. 2
{
  "formula": "C5H6N2O",
  "method": "ωB97M-V/def2-TZVPD",
  "total_charge": 0,
  "orbital_gap_ev": 10.009,
  "homo_ev": -9.13,
  "de_lowest_kj_mol": 352.7,
  "lumo_energy_ha": 0.0323,
  "smiles": "c1n[nH]cc1[C@H]1CO1",
  "species": ["O", "N", "N", "C", "C", "C", "C", "C", "H", "H", "H", "H", "H", "H"],
  "xyz": [[-2.028, -0.218, -0.726], [1.465, 1.743, -0.224], [2.224, 0.717, 0.104], [0.286, -0.178, -0.158], [-2.108, -0.405, 0.705], [0.283, 1.240, -0.385], [-0.912, -0.870, -0.109], [1.572, -0.532, 0.090], [3.310, 0.607, -0.212], [2.102, -1.447, 0.565], [-2.122, 0.555, 0.989], [-2.812, -1.150, 0.973], [-0.779, -1.963, -0.690], [-0.481, 1.899, -0.922]]
}

=====

No. 3
{
  "formula": "C3H6ClN2",
  "method": "ωB97M-V/def2-TZVPD",
  "total_charge": 1,
  "orbital_gap_ev": 8.717,
  "homo_ev": -14.06,
  "de_lowest_kj_mol": 290.2,
  "lumo_energy_ha": -0.1962,
  "smiles": "C=N/C(Cl)=[NH+]/C",
  "species": ["Cl", "N", "N", "C", "C", "C", "H", "H", "H", "H", "H", "H"],
  "xyz": [[-1.173, -0.475, -2.186], [-0.345, 0.528, 0.328], [1.241, -0.601, -1.278], [0.050, -0.215, -1.102], [-1.503, 1.281, 0.415], [2.273, -1.241, -1.438], [-1.311, 1.945, 1.210], [3.251, -0.724, -1.740], [2.330, -2.304, -1.196], [-2.268, 0.623, 0.636], [0.419, 0.780, 0.926], [-1.654, 1.898, -0.526]]
}

=====

No. 4
{
  "formula": "C36H66Br2N2O6",
  "method": "ωB97M-V/def2-TZVPD",
  "total_charge": 0,
  "orbital_gap_ev": [8.127, 9.354],
  "homo_ev": [-7.71, -8.94],
  "lumo_energy_ha": [0.0153, 0.0153],
  "spin_multiplicity": 3,
  "species": ["Br", "Br", "O", "O", "O", "O", "O", "O", "N", "N", "C", "C", "C", "C", "C", "C", "C", "C", "C", "C", "C", "C", "C", "C", "C", "C", "C", "C", "C", "C", "C", "C", "C", "C", "C", "C", "C", "C", "C", "C", "C", "C", "C", "C", "C", "C", "H", "H", "H", "H", "H", "H", "H", "H", "H", "H", "H", "H", "H", "H", "H", "H", "H", "H", "H", "H", "H", "H", "H", "H", "H", "H", "H", "H", "H", "H", "H", "H", "H", "H", "H", "H", "H", "H", "H", "H", "H", "H", "H", "H", "H", "H", "H", "H", "H", "H", "H", "H", "H", "H", "H", "H", "H", "H", "H", "H", "H", "H", "H", "H", "H", "H"],
  "xyz": [[-0.983, -4.066, -0.165], [0.181, -3.269, 2.828], [3.027, -1.216, -1.481], [1.249, -8.198, -1.620], [8.722, -5.463, 1.243], [0.882, -0.537, -1.384], [-1.064, 1.600, 3.421], [-7.872, 5.872, -0.305], [-1.851, 1.857, 2.450], [-6.969, 6.773, -0.284], [1.150, -2.875, 1.265], [-1.252, 1.562, 1.107], [-7.836, 7.267, -2.517], [1.129, -8.207, -0.209], [-5.230, 7.809, 1.211], [9.627, -5.182, 0.189], [2.168, -7.257, -2.120], [0.695, -3.215, 0.051], [9.529, -3.716, -0.201], [-1.864, 2.463, 0.007], [2.426, -2.111, 1.516], [-5.555, 6.263, -2.235], [-4.275, 2.230, 1.891], [-6.003, 8.665, -1.644], [3.595, -2.426, -2.094], [1.655, -5.822, -2.051], [-4.858, 5.563, 0.069], [5.880, -3.634, -1.640], [-3.266, 1.426, 2.715], [8.953, -6.696, 1.895], [-5.885, 6.499, 0.715], [-3.566, 1.680, 4.187], [-4.372, 6.020, -1.302], [-6.505, 5.798, 1.919], [1.423, -2.922, -1.244], [0.243, 1.850, 1.170], [1.693, -1.421, -1.383], [7.007, -3.503, -0.594], [2.752, -4.800, -2.389], [2.806, -3.578, -1.458], [-6.579, 7.244, -1.656], [5.107, -2.329, -1.899], [-2.889, -0.412, 0.995], [-1.458, 0.078, 0.798], [-3.392, -0.066, 2.394], [8.413, -3.394, -1.195], [-2.815, -0.633, 3.131], [8.505, -4.066, -2.055], [8.016, -7.255, 1.943], [0.659, 1.687, 0.174], [-4.013, 5.455, 0.755], [-2.949, 1.065, 4.836], [-5.215, 6.651, -3.198], [2.337, -7.537, -3.163], [-4.108, 3.301, 2.017], [0.751, 1.193, 1.872], [9.684, -7.309, 1.361], [8.562, -2.371, -1.553], [-5.776, 8.688, 0.881], [-8.604, 7.895, -2.065], [2.616, -4.439, -3.413], [-4.196, 7.909, 0.881], [-3.759, 6.922, -1.213], [-2.914, -1.495, 0.857], [-5.725, 5.660, 2.669], [9.312, -6.517, 2.912], [6.829, -2.607, 0.009], [0.075, -8.149, 0.063], [6.972, -4.346, 0.097], [9.409, -3.121, 0.708], [-4.438, -0.360, 2.513], [-2.465, 1.897, -0.706], [-5.020, 8.734, -1.185], [-0.798, -0.514, 1.443], [5.263, -1.630, -1.074], [-6.675, 9.350, -1.127], [-6.055, 5.310, -2.433], [-3.547, 0.011, 0.231], [1.548, -9.135, 0.188], [3.133, -7.341, -1.599], [3.264, -2.553, 0.975], [3.277, -3.879, -0.520], [-4.250, 2.002, 0.829], [-4.615, 1.445, 4.374], [-6.915, 4.826, 1.658], [3.718, -5.310, -2.374], [6.333, -3.963, -2.579], [-3.393, 2.726, 4.444], [-5.230, 7.836, 2.300], [-5.902, 9.005, -2.675], [-5.309, 4.571, -0.033], [1.656, -7.368, 0.254], [-5.284, 2.005, 2.242], [5.205, -4.421, -1.311], [10.484, -3.443, -0.658], [9.388, -5.811, -0.682], [-7.581, 7.679, -3.495], [-7.303, 6.403, 2.352], [3.306, -2.354, -3.147], [2.322, -1.076, 1.178], [10.648, -5.418, 0.511], [-8.249, 6.272, -2.656], [-1.070, 2.955, -0.554], [0.431, 2.882, 1.469], [5.517, -1.842, -2.786], [0.749, -3.190, -2.059], [-1.124, -0.113, -0.224], [-2.486, 3.251, 0.423], [0.835, -5.728, -2.765], [2.664, -2.109, 2.574], [1.249, -5.636, -1.056], [-3.723, 5.252, -1.728]]
}

=====

No. 5
{
  "formula": "C10H16",
  "method": "ωB97M-V/def2-TZVPD",
  "total_charge": 0,
  "orbital_gap_ev": 9.889,
  "homo_ev": -8.87,
  "de_lowest_kj_mol": 239.1,
  "lumo_energy_ha": 0.0375,
  "smiles": "Cc1ccccc1.CCC",
  "species": ["C", "C", "C", "C", "C", "C", "C", "C", "C", "C", "H", "H", "H", "H", "H", "H", "H", "H", "H", "H", "H", "H", "H", "H", "H", "H"],
  "xyz": [[1.631, -2.219, 1.234], [-1.416, 1.734, 0.583], [1.420, 1.099, -1.473], [-1.912, 0.262, 0.583], [2.125, -0.946, 1.676], [1.002, -2.334, 0.022], [2.130, 0.129, 0.725], [-2.858, 0.198, -0.625], [0.826, -1.284, -0.864], [1.420, -0.002, -0.476], [0.664, -3.333, -0.484], [-1.147, -0.534, 0.536], [-1.100, 1.848, -0.403], [1.609, -3.094, 1.954], [2.420, -0.570, 2.548], [-2.345, 0.621, -1.670], [0.604, 1.842, -1.160], [2.601, 1.158, 0.919], [-2.206, 2.450, 0.817], [-2.418, 0.135, 1.467], [2.355, 1.632, -1.428], [-0.418, 1.898, 1.130], [-3.753, 0.691, -0.313], [1.242, 0.764, -2.602], [-2.894, -0.844, -0.807], [0.419, -1.299, -1.890]]
}

=====

No. 6
{
  "formula": "C19H42N3O4",
  "method": "ωB97M-V/def2-TZVPD",
  "total_charge": -1,
  "orbital_gap_ev": 6.487,
  "homo_ev": -4.09,
  "lumo_energy_ha": 0.0881,
  "species": ["O", "O", "O", "O", "N", "N", "N", "C", "C", "C", "C", "C", "C", "C", "C", "C", "C", "C", "C", "C", "C", "C", "C", "C", "C", "C", "H", "H", "H", "H", "H", "H", "H", "H", "H", "H", "H", "H", "H", "H", "H", "H", "H", "H", "H", "H", "H", "H", "H", "H", "H", "H", "H", "H", "H", "H", "H", "H", "H", "H", "H", "H", "H", "H", "H", "H", "H", "H"],
  "xyz": [[0.631, -0.284, 0.502], [-5.132, 0.058, 0.257], [-6.605, 0.754, 1.806], [-1.094, 0.895, 1.252], [4.837, -1.723, 1.635], [-4.278, 1.194, 3.462], [-2.220, 1.341, -4.091], [3.020, -3.405, 1.842], [-2.783, 1.362, -1.594], [-0.799, 1.063, -4.174], [-2.629, 2.474, 2.184], [0.747, 0.292, 2.789], [-2.931, 1.728, 3.489], [-5.495, 0.339, 1.416], [6.122, -3.248, 0.029], [-3.047, 0.200, -4.427], [5.290, -0.024, -0.228], [-4.404, 0.094, 2.475], [5.181, -0.364, 1.263], [-2.651, 2.104, -2.928], [5.877, -2.716, 1.449], [0.107, 0.305, 1.424], [3.507, -2.115, 1.202], [-4.512, 0.560, -4.622], [-0.205, 0.026, -3.211], [-1.202, 2.232, 1.725], [4.434, -0.389, -0.795], [0.264, 0.929, 3.505], [-3.468, -0.064, 1.963], [-0.257, 2.007, -4.057], [-2.844, 2.437, 4.305], [-0.121, 0.406, -2.194], [6.120, -0.098, 1.759], [3.072, -3.344, 2.930], [5.192, -3.491, -0.485], [4.425, 0.295, 1.705], [-2.981, -0.604, -3.678], [-3.300, 0.408, -1.690], [-2.791, 3.531, 2.322], [6.812, -2.312, 1.847], [-0.532, 2.435, 2.553], [1.781, 0.558, 2.671], [-4.621, 1.356, -5.362], [5.325, 1.060, -0.355], [-2.671, -0.218, -5.366], [0.805, -0.239, -3.537], [6.716, -4.164, 0.079], [-2.176, 0.953, 3.638], [-4.658, -0.833, 2.976], [-3.284, 2.081, 1.421], [-0.791, -0.892, -3.184], [6.679, -2.541, -0.584], [1.982, -3.581, 1.559], [3.433, -2.212, 0.108], [3.598, -4.272, 1.517], [2.814, -1.324, 1.481], [-4.451, 0.802, 4.374], [-5.061, -0.313, -4.978], [-4.981, 0.881, -3.693], [-1.817, 1.184, -1.127], [-0.962, 2.933, 0.935], [6.199, -0.426, -0.673], [-1.969, 2.952, -2.807], [-0.591, 0.735, -5.199], [-3.369, 1.962, -0.897], [5.647, -3.569, 2.093], [0.684, -0.721, 3.157], [-3.617, 2.559, -3.164]]
}

=====

No. 7
{
  "formula": "CH4Cl3N2P",
  "method": "ωB97M-V/def2-TZVPD",
  "total_charge": 0,
  "orbital_gap_ev": [5.740, 7.919],
  "homo_ev": [-5.34, -9.85],
  "lumo_energy_ha": [0.0148, -0.0711],
  "spin_multiplicity": 3,
  "species": ["Cl", "Cl", "Cl", "P", "N", "N", "C", "H", "H", "H", "H"],
  "xyz": [[-0.066, -1.840, 0.423], [-1.563, -0.876, 2.664], [-2.854, -0.886, -0.005], [0.271, 1.320, -0.016], [0.255, 0.991, -1.635], [1.581, 0.455, 0.453], [-1.321, -0.694, 0.962], [-0.241, 1.577, -2.248], [1.736, -0.374, -0.056], [1.667, 0.237, 1.478], [0.536, 0.090, -2.017]]
}

=====

No. 8
{
  "formula": "C4H4GdO2",
  "method": "ωB97M-V/def2-TZVPD",
  "total_charge": 2,
  "orbital_gap_ev": [6.048, 6.310],
  "homo_ev": [-16.05, -17.36],
  "de_lowest_kj_mol": 0.0,
  "lumo_energy_ha": [-0.3675, -0.4059],
  "spin_multiplicity": 9,
  "species": ["Gd", "O", "O", "C", "C", "C", "C", "H", "H", "H", "H"],
  "xyz": [[-4.168, -0.894, -1.724], [-2.703, 0.902, -1.418], [2.551, -0.600, 0.005], [-1.528, 1.220, -1.015], [0.230, -0.207, 0.204], [-0.724, 0.579, -0.103], [1.421, -0.746, 0.853], [1.577, -0.212, 1.808], [3.316, -0.384, 0.547], [-1.218, 2.154, -0.246], [1.247, -1.811, 1.088]]
}

=====

| no. | energy (a.u.) |
| --- | --- |
| 1 | -4040.55099 |
| 2 | -378.73661 |
| 3 | -687.24983 |
| 4 | -7120.12925 |
| 5 | -390.54482 |
| 6 | -1214.38501 |
| 7 | -1871.82052 |
| 8 | -1070.05312 |